Computed, not measured: 2 unconnected molecules or ions with the total composition C5H5NO, with the ωB97M-V functional and the def2-TZVPD basis.

Computed properties:
HOMO energy: -9.6 eV
Charge: 0
Energy: -8799.889 eV
M: 95.10 g/mol
LUMO level: 0.376 eV
Gap between HOMO and LUMO: 9.9 eV
SMILES: N#C[C@@H]1CC1=C=O.[H][H]
Relative energy (zero: lowest compared OMol25 entry of this formula, charge and spin): 81.4 kcal/mol

Geometry (Å):
O: -1.2273 -0.8476 2.3524
C: -0.6462 -0.3185 1.4933
C: -0.0441 0.3991 0.5843
C: 1.3525 0.7385 0.2702
C: 0.4035 0.2974 -0.8276
C: 0.5826 -1.0117 -1.4240
N: 0.7214 -2.0550 -1.9043
H: -2.5650 -0.4009 0.0695
H: -2.3876 0.3180 0.0448
H: 2.1145 0.0348 0.5842
H: 1.6308 1.7881 0.2868
H: 0.0649 1.0578 -1.5295

Atomic partial charges in e from the Löwdin method, atoms 1 to 2: O 0.18; C -0.19